This record from the Open Molecules 2025 dataset describes a structure of composition C22H41N2O5ReSbSi3 at a distorted geometry. The level of theory is ωB97M-V with the def2-TZVPD basis set.

```
! wB97M-V def2-TZVPD RIJCOSX def2/J DEFGRID3
* xyz 2 2
Re -0.2427 1.6031 -0.0604
O -0.2950 3.7904 0.3370
C 0.5800 3.4797 -0.4698
O 0.3098 2.8358 -1.5425
C 2.0209 3.6273 -0.0310
C 2.8182 2.5881 -0.8202
C 4.3012 2.6414 -0.4530
C 4.3098 1.9114 0.8994
C 2.8119 1.7056 1.1240
O 2.3216 1.3877 -0.1880
C 2.1205 3.0516 1.4123
C 0.7897 2.7502 2.1744
O 0.4562 3.4095 3.1193
O 0.2146 1.6089 1.8577
H 2.3419 4.6645 -0.1158
H 2.5951 2.5739 -1.8882
H 4.9113 2.1373 -1.1978
H 4.6416 3.6702 -0.3717
H 4.8265 0.9551 0.8232
H 4.7673 2.4909 1.6952
H 2.5379 0.9167 1.8216
H 2.6890 3.7045 2.0743
N -6.4617 2.5422 -0.4989
C -5.1606 2.2819 -0.3754
C -4.6122 0.9827 -0.4718
C -3.2607 0.7940 -0.3650
N -2.3636 1.7831 -0.1601
C -2.8891 3.0204 -0.0461
C -4.2227 3.3036 -0.1414
H -7.1362 1.8112 -0.6548
H -6.8064 3.4886 -0.4412
H -5.2573 0.1331 -0.6330
H -2.8487 -0.2032 -0.4473
H -2.2181 3.8418 0.1426
H -4.5550 4.3240 -0.0383
C 2.2415 -4.0986 -0.0867
Si 2.5335 -2.2343 0.1745
C 2.9953 -1.8777 1.9963
C 3.5237 -1.4335 -1.2401
Sb -0.1004 -0.8829 -0.1740
Si -1.4537 -1.9968 2.1422
C -0.9197 -0.9030 3.6027
C -3.2973 -1.9428 1.6536
C -0.7686 -3.7812 2.0919
Si -0.7126 -1.6464 -2.7345
C 0.4242 -0.4548 -3.6885
C -0.2346 -3.4908 -2.7473
C -2.5909 -1.4224 -2.9484
H 3.2087 -4.5945 -0.1034
H 1.7524 -4.3285 -1.0244
H 1.6637 -4.5565 0.7076
H 3.5368 -2.7297 2.4063
H 2.1160 -1.7051 2.6161
H 3.6528 -1.0186 2.0989
H 4.5843 -1.4139 -1.0054
H 3.2049 -0.4122 -1.4201
H 3.4074 -1.9964 -2.1619
H -0.7504 0.1246 3.2822
H -0.0077 -1.2635 4.0738
H -1.6922 -0.8827 4.3684
H -3.6744 -0.9264 1.6265
H -3.8828 -2.4801 2.3932
H -3.4763 -2.4066 0.6878
H 0.2492 -3.8374 2.4643
H -0.7924 -4.1933 1.0880
H -1.3729 -4.4252 2.7246
H 1.4674 -0.7536 -3.6084
H 0.3275 0.5533 -3.2833
H 0.1708 -0.4176 -4.7450
H 0.8244 -3.6389 -2.9309
H -0.7667 -4.0068 -3.5404
H -0.4932 -3.9777 -1.8127
H -2.8910 -0.3819 -2.8699
H -3.1469 -1.9979 -2.2139
H -2.8919 -1.7769 -3.9299
*
```

Values from the calculation:
Expectation value of S²   0.761

***

This record from the Open Molecules 2025 dataset describes a structure of composition C22H42BrCuSi. The level of theory is ωB97M-V with the def2-TZVPD basis set.

```
! wB97M-V def2-TZVPD RIJCOSX def2/J DEFGRID3
* xyz 0 1
Cu -0.5370 -1.3740 -1.1244
C -2.5662 -1.7946 -1.8165
C -1.7144 -2.1596 -2.8997
C -0.8615 -3.2077 -2.4579
C -1.1816 -3.4998 -1.1031
C -2.2380 -2.6281 -0.7019
C -2.9893 -2.7223 0.5949
C -0.6374 -4.6180 -0.2636
C 0.1590 -3.9248 -3.2932
C -1.7695 -1.5928 -4.2890
C -3.7237 -0.8388 -1.8784
H -3.4984 -3.6869 0.6889
H -3.7519 -1.9446 0.6659
H -2.3389 -2.6203 1.4674
H -1.3304 -5.4652 -0.2296
H -0.4652 -4.3066 0.7689
H 0.3093 -4.9927 -0.6540
H -0.2748 -4.7743 -3.8295
H 0.9761 -4.3139 -2.6832
H 0.6027 -3.2673 -4.0432
H -2.5495 -2.0695 -4.8917
H -0.8254 -1.7373 -4.8166
H -1.9758 -0.5207 -4.2846
H -4.6795 -1.3698 -1.9396
H -3.6564 -0.1952 -2.7566
H -3.7730 -0.1873 -1.0027
C -1.2098 2.1491 -0.6940
C 0.0036 2.7348 0.0496
C 0.7376 3.6317 -0.9585
C -0.5058 3.6212 1.1989
Si 1.1518 1.3567 0.7199
Br 1.4382 -0.0557 -1.0792
C 2.9526 1.9171 1.0750
C 2.9602 3.1622 1.9793
C 3.7480 0.8057 1.7770
C 3.7257 2.2492 -0.2127
C 0.3682 0.3212 2.1341
C -1.1522 0.1704 1.9743
C 0.6156 1.0291 3.4804
C 0.9514 -1.0989 2.2147
H -1.8320 2.9787 -1.0484
H -1.8333 1.5137 -0.0673
H -0.9090 1.5657 -1.5660
H 0.0237 4.3528 -1.3708
H 1.1408 3.0564 -1.7959
H 1.5491 4.2022 -0.5062
H -1.1016 4.4386 0.7781
H 0.3061 4.0720 1.7740
H -1.1490 3.0752 1.8904
H 2.4115 3.0108 2.9114
H 2.5431 4.0382 1.4805
H 3.9956 3.4022 2.2448
H 3.3745 0.5839 2.7762
H 4.7884 1.1321 1.8830
H 3.7516 -0.1208 1.1965
H 3.2549 3.0261 -0.8114
H 3.8578 1.3671 -0.8414
H 4.7238 2.6057 0.0653
H -1.6789 1.1225 2.0403
H -1.5248 -0.4647 2.7850
H -1.4285 -0.3165 1.0331
H 0.2063 2.0419 3.5028
H 1.6739 1.0844 3.7377
H 0.1194 0.4589 4.2731
H 0.7509 -1.6708 1.3076
H 0.4677 -1.6254 3.0455
H 2.0239 -1.1127 2.3963
*
```

***

This record from the Open Molecules 2025 dataset describes a structure of composition C22H42Cl3CrN2O4SSi at a distorted geometry. The level of theory is ωB97M-V with the def2-TZVPD basis set.

```
! wB97M-V def2-TZVPD RIJCOSX def2/J DEFGRID3
* xyz 0 4
C 2.1298 -1.9071 -4.4384
C 1.1614 -0.9724 -3.6618
H 1.8526 -1.9047 -5.5109
H 2.0323 -2.9334 -4.0654
H 3.2029 -1.6453 -4.4002
C 0.4031 -0.0779 -4.4003
C 0.4863 0.0247 -5.8484
H -0.4029 0.5429 -3.9642
H 0.1604 -0.8019 -6.5434
H 1.5765 0.0673 -6.1195
H -0.0596 0.9314 -6.2197
Cr 0.1250 -0.4961 2.6148
Cl 2.0831 -0.8154 3.6205
Cl -0.8536 -2.3338 1.6529
C 0.6780 2.0758 3.0139
O -0.2580 1.3198 3.4398
N 0.4581 3.3229 2.4425
C -0.9148 3.7835 2.3379
C 1.5777 4.2166 2.2135
H 1.7468 1.7806 3.1690
H -1.5655 2.9215 2.5490
H -1.1412 4.1555 1.3282
H -1.1003 4.5749 3.0765
H 2.4770 3.6288 2.3782
H 1.5690 5.0526 2.9275
H 1.6166 4.6097 1.1981
H -1.9987 -1.0904 -1.5266
H -2.9499 0.9466 -2.7177
C -2.9962 -1.0123 -1.0473
C -3.6751 1.1938 -1.9139
N -3.3192 0.3976 -0.7072
H -3.0306 -1.7037 -0.1996
C -2.5404 1.0389 0.2459
O -1.8350 0.5169 1.1123
H -3.6707 2.2598 -1.7074
H -2.6258 2.1436 0.1564
H -3.7534 -1.3223 -1.7821
H -4.6842 0.9521 -2.2859
O 0.5135 -1.5447 -2.3523
C 1.5502 -0.4649 -2.2552
C -0.1044 1.3246 -1.5743
C 1.2405 0.9696 -1.8259
H -0.8655 0.5336 -1.5992
C -0.4056 2.7133 -1.4121
H 2.4419 -0.9271 -1.7448
C 2.2634 1.8911 -1.4891
H -1.4271 3.0388 -1.5432
C 0.6109 3.6441 -1.2229
C 1.9593 3.2250 -1.2001
H 3.3079 1.5668 -1.4719
H 0.3612 4.6939 -1.0970
H 2.7550 3.9265 -1.0111
Si 0.7022 -3.3581 -1.0610
Cl 1.1380 0.9676 1.1597
C -1.0472 -4.0665 -1.2086
C 1.4682 -3.7225 0.7279
C 2.1699 -4.1802 -1.8044
H -1.8823 -3.6831 -0.5750
H -1.0126 -5.1759 -1.0806
H -1.2785 -3.8787 -2.2931
H 2.1267 -4.1418 -2.8956
H 2.1473 -5.2333 -1.4709
H 3.0893 -3.6934 -1.4116
H 1.3341 -3.2261 1.7111
H 2.5705 -3.6034 0.6331
H 1.3503 -4.7987 0.9969
C -1.9379 0.4260 5.5090
S -0.2644 -0.2739 5.5347
C 0.0172 -1.4858 6.8796
O -0.5306 -1.2689 4.3748
H -2.0909 1.1145 6.3505
H -2.5629 -0.4786 5.4608
H -1.9336 0.9105 4.5100
H -0.7554 -2.2830 6.7920
H 1.0146 -1.9139 6.6726
H 0.0053 -0.9849 7.8700
*
```

Values from the calculation:
Expectation value of S²   3.790

***

The following relative energy (zero: lowest compared OMol25 entry of this formula, charge and spin) values (in eV) correspond, in order, to the records above: 2.4728, 0.0000, 6.9320.
The following E values (in eV) correspond, in order, to the records above: -68984.563, -146057.453, -119363.459.